Entry from OMol25: a structure of composition C30H28N2RuSi at a distorted geometry (the ωB97M-V functional and the def2-TZVPD basis).

```
62
Properties=species:S:1:pos:R:3:mulliken_spin:R:1
Ru -0.43 -0.01 0.88 2.5898
Si 0.52 0.59 -4.01 0.0925
N 0.29 -2.10 1.11 -0.0498
N -1.06 -0.74 3.03 0.0737
C -1.57 -0.01 4.03 -0.0083
C 1.06 -4.76 1.50 0.0244
C -0.90 -4.10 4.61 -0.0041
C -1.18 -2.70 4.47 0.0150
C -1.78 -1.93 5.49 0.0033
C -3.57 1.00 -4.89 0.0019
C 1.13 -2.70 0.26 0.0306
C -2.44 0.53 -4.22 -0.0040
C -3.47 1.45 -6.20 -0.0046
C 0.94 1.92 0.93 0.0547
C 2.31 -3.22 -4.87 -0.0199
C 0.14 1.98 -0.26 0.2106
C -0.09 -2.78 2.24 0.0166
C -0.83 -2.04 3.25 -0.0068
C -1.26 1.94 0.11 -0.0329
C 1.29 -2.28 -4.61 0.0311
C 0.27 -4.12 2.47 -0.0015
C 3.62 -2.82 -5.07 0.0757
C -1.95 -0.58 5.26 0.0050
C -1.12 0.90 -6.23 0.0157
C 1.51 -4.04 0.41 -0.0019
C -1.17 0.62 -4.84 0.0299
C -0.22 -4.79 3.64 0.0048
C 2.94 -0.50 -4.78 0.0709
C -2.26 1.38 -6.87 0.0079
C -1.34 1.86 1.56 0.0542
C -0.14 -0.47 -1.63 0.4752
C 0.05 1.80 2.07 0.1526
C 1.61 -0.91 -4.49 0.0609
C 3.91 -1.46 -5.04 -0.0200
H 4.94 -1.15 -5.23 0.0002
H 2.08 -4.27 -4.89 -0.0001
H -2.05 -2.41 6.42 -0.0006
H -2.51 0.07 -3.22 0.0031
H 0.33 1.74 3.10 0.0133
H -2.14 1.94 -0.50 0.0058
H -1.72 -0.54 0.23 -0.0087
H -0.13 -1.49 -1.99 -0.0184
H -0.03 -5.86 3.71 -0.0002
H -1.27 -4.60 5.50 -0.0003
H -0.16 0.78 -6.77 0.0018
H 3.20 0.56 -4.81 0.0001
H -1.70 1.07 3.92 0.0039
H 0.53 2.02 -1.28 0.0268
H 1.15 1.73 -4.72 -0.0069
H 1.26 -5.82 1.65 0.0003
H -4.53 1.04 -4.40 0.0001
H 0.24 -2.61 -4.51 0.0010
H -1.13 -0.05 -1.44 0.0077
H -2.35 0.11 6.00 0.0004
H 1.51 -2.09 -0.55 -0.0152
H 2.01 1.93 1.00 0.0127
H -2.17 1.73 -7.89 0.0011
H -2.23 1.85 2.11 0.0121
H 0.81 -0.17 -1.16 0.0142
H -4.35 1.87 -6.70 -0.0001
H 4.40 -3.53 -5.22 0.0022
H 2.13 -4.47 -0.37 0.0001
```

Values from the calculation:
Calculated total energy, eV: -44983.291
F_max, Eh/bohr: 0.0732
LUMO energy (alpha / beta), eV: -7.037 / -9.539
2S+1: 5
Kohn-Sham gap (alpha / beta), eV: 5.88 / 4.53
⟨S²⟩: 6.03
Net charge: +2